# 1
Entry from OMol25: a cluster of 2 separate species, C3H4BrF in total at a distorted geometry (ωB97M-V/def2-TZVPD).

```
9
Properties=species:S:1:pos:R:3:lowdin_charge:R:1
H -0.5375 -0.4989 -1.3664 0.1157
C 0.0803 0.1756 -0.7659 -0.0210
Br -4.0585 -0.0869 -0.2708 -0.1140
F -0.8695 2.4758 0.1542 0.1065
H 0.5425 0.3948 1.4684 0.1034
H 1.0598 0.4343 -0.8785 0.0743
C -0.7614 1.1848 -0.0904 -0.2601
H -0.7720 -0.6049 1.2494 0.1004
C -0.2148 0.1750 0.7536 -0.1051
```

Computed properties:
ΔE to the lowest compared entry with this formula, charge and spin ... 391.9 kJ/mol
Charge ... 0

---

# 2
Entry from OMol25: a structure of composition C3H4BrFO at a distorted geometry (ωB97M-V/def2-TZVPD).

```
10
Properties=species:S:1:pos:R:3:lowdin_charge:R:1
O 1.0711 -2.0525 -0.8611 0.1703
C 0.5393 -1.2483 -0.1849 -0.5606
H 0.3413 0.2552 -1.6090 0.1060
F 0.3039 -1.6538 1.0998 0.0727
C 0.0723 0.1114 -0.5511 -0.2190
C -0.9755 0.7458 0.2613 -0.1099
Br 2.2100 1.2740 0.0774 0.2804
H -0.7118 0.6461 1.3241 0.0969
H -1.9293 0.1748 0.2942 0.1247
H -0.9212 1.7474 0.1492 0.0385
```

Computed properties:
ΔE to the lowest compared entry with this formula, charge and spin ... 121.4 kJ/mol
Charge ... 0

---

# 3
Entry from OMol25: a structure of composition C3H4BrI at a distorted geometry (ωB97M-V/def2-TZVPD).

```
9
Properties=species:S:1:pos:R:3:lowdin_charge:R:1
H -0.5679 0.4334 -1.6968 0.1811
I -1.5453 -2.2438 -0.5033 0.6825
C 0.0042 -0.6988 -0.7511 -1.2858
C -0.2722 1.0728 1.0445 0.0017
C 0.3559 0.0800 0.4854 -0.4155
H 0.2377 1.4332 1.9943 0.1009
H 1.3155 -0.3504 0.7276 0.0652
H -0.9857 1.5355 0.4640 0.0367
Br 1.4579 -1.2620 -1.7645 0.6331
```

Computed properties:
ΔE to the lowest compared entry with this formula, charge and spin ... 239.8 kJ/mol
Charge ... 0

---

# 4
Entry from OMol25: a structure of composition C3H4BrIN2 at a distorted geometry (ωB97M-V/def2-TZVPD).

```
11
Properties=species:S:1:pos:R:3:lowdin_charge:R:1
H -1.9579 -1.3940 -0.3487 0.1367
N 0.2584 0.9292 0.1558 -0.2575
C -0.7823 0.3336 -0.3303 -0.2509
C 1.2120 0.4702 0.8977 -0.0117
H -1.4864 1.0016 -0.9392 0.0838
C -1.0833 -0.9148 0.1923 -0.3028
I -0.4025 3.4686 0.0509 0.2588
Br -0.2802 -3.1806 1.7503 0.5992
H 1.8008 1.0885 1.5975 0.0865
H 1.7683 -0.4808 0.7037 0.0965
N -0.2926 -1.4170 1.0410 -0.4385
```

Computed properties:
2S+1 ... 3
Charge ... 0

---

# 5
Entry from OMol25: the molecule C3H4BrN at a distorted geometry (ωB97M-V/def2-TZVPD).

```
9
Properties=species:S:1:pos:R:3:lowdin_charge:R:1
H -1.3569 -0.6929 0.3146 0.0540
Br 2.2449 0.4489 0.0537 0.6981
H -0.0827 2.0273 -0.2425 -0.0023
C -0.7058 0.0347 0.1186 -0.1811
H 1.4264 -2.5150 -0.2179 0.0521
H -1.8594 1.7502 0.0562 0.0505
C 0.6051 -0.5365 -0.0139 -0.7804
N 0.5941 -1.9156 -0.0034 0.0462
C -0.8656 1.3988 -0.0653 0.0629
```

Computed properties:
ΔE to the lowest compared entry with this formula, charge and spin ... 142.9 kJ/mol
Structure (SMILES) ... [H]/N=C(\Br)C=C
Charge ... 0

---

# 6
Entry from OMol25: a cluster of 2 separate species, C3H4BrN2O3 in total at a distorted geometry (ωB97M-V/def2-TZVPD).

```
13
Properties=species:S:1:pos:R:3:lowdin_charge:R:1
Br -1.1195 2.0425 -1.5602 0.4113
H -0.4891 -1.1733 -1.7892 0.1602
C -0.3928 -0.0445 1.2512 0.2097
H 2.0802 -1.3229 -2.0227 0.1183
C 0.1458 -1.3071 -0.8669 -0.0726
O 2.2138 0.1213 -0.7880 0.1254
O -0.6505 0.0330 3.4852 0.2199
H -0.8588 3.3198 -1.0250 -0.2474
C 1.6001 -0.7704 -1.2781 -0.1823
H 0.1948 -2.3687 -0.3822 0.1959
N -0.9016 0.5985 2.4586 -0.3452
N -0.2558 -0.6721 0.3018 0.1924
O -1.5667 1.5440 2.2154 0.2143
```

Computed properties:
ΔE to the lowest compared entry with this formula, charge and spin ... 121.9 kJ/mol
Charge ... +1

---

# 7
Entry from OMol25: a cluster of 2 separate species, C3H4BrN4 in total at a distorted geometry (ωB97M-V/def2-TZVPD).

```
12
Properties=species:S:1:pos:R:3:lowdin_charge:R:1
H 1.2121 0.2498 2.6384 0.0844
H 1.2162 -1.6964 1.0150 -0.0209
Br -1.0728 -2.2847 1.7810 0.4849
N -0.0914 1.2440 -3.0660 -0.1781
H -0.5087 0.5132 2.0406 0.0322
N -1.5052 0.0948 -1.8101 -0.1041
C 0.4901 0.2129 1.7079 -0.2771
C -0.2432 0.0579 -1.3589 -0.2461
C 0.3472 -1.1225 1.0083 -0.5703
N -1.3681 0.7923 -2.9291 -0.1774
N 0.6289 0.8267 -2.0593 -0.1243
H 0.8949 1.1120 1.0325 0.0969
```

Computed properties:
ΔE to the lowest compared entry with this formula, charge and spin ... 316.2 kJ/mol
Charge ... -1

---

# 8
Entry from OMol25: the ion C3H4BrN4O with charge -1 at a distorted geometry (ωB97M-V/def2-TZVPD).

```
13
Properties=species:S:1:pos:R:3:lowdin_charge:R:1
H -0.5869 1.5066 -0.9413 0.0710
N 3.0680 1.9381 0.0627 -0.1663
C 1.4560 0.7231 0.4361 -0.4959
C 0.1825 0.1609 0.8503 -0.3649
H 0.7710 -1.5425 0.5498 0.0797
N 3.3315 0.8080 -0.4781 -0.1748
C -0.9881 0.5167 -0.5312 -0.6640
N 1.8876 1.9377 0.6524 -0.0032
Br -2.7292 0.1157 -0.0567 0.5982
O 0.1136 -1.1905 1.1812 -0.0729
H -0.2695 0.7459 1.7708 0.1513
H -0.8091 -0.2614 -1.3853 0.0507
N 2.3654 -0.0491 -0.2918 -0.0089
```

Computed properties:
Charge ... -1

---

# 9
Entry from OMol25: a cluster of 2 separate species, C3H4BrNO in total at a distorted geometry (ωB97M-V/def2-TZVPD).

```
10
Properties=species:S:1:pos:R:3:lowdin_charge:R:1
C -0.6744 2.1946 0.8531 -0.8453
N -0.0204 -1.0347 -0.5651 -0.2143
H -0.4685 2.1390 -1.3516 0.0056
H 1.8962 -1.9075 -0.2062 0.0800
H 0.5137 -2.5133 0.8222 0.0707
Br -0.5763 2.2541 2.5799 0.7940
O 0.0665 -0.0770 -1.4055 -0.1189
C 0.8149 -1.9148 -0.0294 0.0540
C -0.5982 2.3013 -0.3415 0.0135
H -0.9536 -1.4417 -0.3558 0.1606
```

Computed properties:
ΔE to the lowest compared entry with this formula, charge and spin ... 503.2 kJ/mol
Structure (SMILES) ... C=[NH+][O-].C#CBr
Charge ... 0

---

# 10
Entry from OMol25: a cluster of 2 separate species, C3H4BrNO4 in total at a distorted geometry (ωB97M-V/def2-TZVPD).

```
13
Properties=species:S:1:pos:R:3:lowdin_charge:R:1
H 0.7553 -0.3087 1.6349 0.0851
C -0.1170 -0.2199 1.0775 -0.1042
Br 2.6324 -1.9751 -0.0918 0.2232
O 0.0761 2.3917 1.2543 0.0677
H -1.8389 -1.2096 -1.1624 0.1608
H -0.2392 -1.9134 -1.5893 0.1136
O 0.5809 2.7117 -0.8514 0.0913
N 0.2977 2.0140 0.1104 -0.3816
O -0.5630 -1.4046 0.4055 -0.1218
H -0.9206 0.2620 1.6342 0.1372
O -0.1591 0.1275 -1.3012 0.0732
C 0.2090 0.6780 -0.1259 -0.1747
C -0.7135 -1.1536 -0.9947 -0.1697
```

Computed properties:
ΔE to the lowest compared entry with this formula, charge and spin ... 244.5 kJ/mol
Charge ... 0

---

# 11
Entry from OMol25: a structure of composition C3H4CeO3 at a distorted geometry (ωB97M-V/def2-TZVPD).

```
11
Properties=species:S:1:pos:R:3:lowdin_charge:R:1
C 0.6507 -1.0475 0.0982 -0.0157
O -3.1003 0.3910 -0.9851 0.1239
Ce 0.1184 1.6687 0.8784 1.8846
C -2.0732 0.8621 -0.5050 -0.8136
H 2.4636 -0.3851 1.0585 0.0765
O -0.8443 0.4215 -0.8555 -0.2258
O -2.0120 1.8159 0.3799 -0.1883
H 2.2934 0.0727 -0.7387 0.1083
C 1.8067 -0.2323 0.1941 -0.1764
H -0.3133 -1.5598 -0.0092 0.1348
H 1.0104 -2.0072 0.4844 0.0916
```

Computed properties:
2S+1 ... 2
ΔE to the lowest compared entry with this formula, charge and spin ... 307.3 kJ/mol
Charge ... +1

---

# 12
Entry from OMol25: a structure of composition C3H4Cl2 at a distorted geometry (ωB97M-V/def2-TZVPD).

```
9
Properties=species:S:1:pos:R:3:lowdin_charge:R:1
H -1.4386 -0.6793 1.1204 0.0477
C -0.2684 -0.0277 -0.3893 -0.3892
C -1.5081 -0.3533 0.0809 0.0222
H 1.0090 -0.0632 1.3699 0.0842
Cl 2.4799 -0.7729 -0.1435 0.6202
C 1.0205 -0.0065 0.2312 -1.1881
H -2.4630 0.0086 -0.8555 0.1883
H -0.2993 0.2184 -1.3652 0.0363
Cl 1.4680 1.6759 -0.0488 0.5783
```

Computed properties:
ΔE to the lowest compared entry with this formula, charge and spin ... 245.2 kJ/mol
Charge ... 0

---

# 13
Entry from OMol25: a cluster of 2 separate species, C3H4Cl2F2NOS in total at a distorted geometry (ωB97M-V/def2-TZVPD).

```
14
Properties=species:S:1:pos:R:3:lowdin_charge:R:1
N 1.1155 -0.6059 0.5018 -0.4166
Cl 4.7039 1.5842 -0.1721 0.5404
H -1.9775 -1.0081 0.3163 0.1316
H 3.4023 0.2532 -1.5422 0.0064
F 1.2928 -1.3363 -1.5923 0.1561
H -0.9839 0.5275 -0.4643 0.0960
F 0.8751 -0.9953 1.7795 0.0018
S 2.0638 0.7365 0.3332 0.9759
C 0.9278 -1.7035 -0.3841 -0.6025
H -1.6664 0.5646 1.4449 0.1142
O 0.4220 -2.7387 -0.2023 0.2409
Cl 4.1770 -1.4053 0.1611 0.6150
C -1.3728 -0.0035 0.4811 0.3870
C 3.5412 0.1664 -0.5029 -1.2464
```

Computed properties:
ΔE to the lowest compared entry with this formula, charge and spin ... 225.5 kJ/mol
Charge ... +1

---

# 14
Entry from OMol25: a cluster of 2 separate species, C3H4Cl2N3O in total at a distorted geometry (ωB97M-V/def2-TZVPD).

```
13
Properties=species:S:1:pos:R:3:lowdin_charge:R:1
C -1.0533 1.2081 0.0746 -0.0483
N -0.2025 1.0093 -1.0393 0.1295
H -0.1683 1.7192 -1.7585 0.1620
Cl -0.4445 -2.1363 1.9457 0.7535
O 1.2900 0.4107 1.5658 -0.1525
H 1.1329 -0.0876 2.3555 -0.0387
C 0.3939 -0.1897 -1.2834 -0.6895
C -0.3082 -0.7198 0.8516 -0.6769
H -1.7399 2.1572 -0.0084 0.2007
N -1.1304 0.3000 0.9771 0.1143
H 0.8288 -2.0647 -0.5323 0.1957
Cl 1.1159 -0.4311 -2.7583 0.9464
N 0.2855 -1.1753 -0.3900 0.1037
```

Computed properties:
ΔE to the lowest compared entry with this formula, charge and spin ... 78.4 kJ/mol
Charge ... +1

---

# 15
Entry from OMol25: a cluster of 2 separate species, C3H4Cl2NOP in total at a distorted geometry (ωB97M-V/def2-TZVPD).

```
12
Properties=species:S:1:pos:R:3:lowdin_charge:R:1
H -1.2756 -2.7189 -0.5827 -0.0927
H 1.3052 2.1298 0.8985 0.0149
C 1.3275 1.0858 1.1477 -0.4975
H 1.0388 0.7218 2.1144 0.0121
P 0.0388 -2.2100 -0.4549 0.8258
N -1.0913 2.7011 -0.8206 0.1747
Cl 2.3168 0.0880 0.2250 0.5896
Cl -1.8265 -0.3533 1.0860 0.6883
O -0.3159 -0.6602 -1.0363 -0.4866
C -0.9897 1.5772 -0.5732 -0.2947
C -0.8868 0.2395 -0.2488 -0.8513
H 0.3587 -2.6007 -1.7550 -0.0826
```

Computed properties:
ΔE to the lowest compared entry with this formula, charge and spin ... 188.1 kJ/mol
Charge ... 0

---

# 16
Entry from OMol25: a structure of composition C3H4Cl2O at a distorted geometry (ωB97M-V/def2-TZVPD).

```
10
Properties=species:S:1:pos:R:3:lowdin_charge:R:1
H -0.2042 0.6700 1.3827 0.1322
C -1.1847 0.4417 -0.5985 -0.7952
H 1.1453 -0.9798 -0.9228 0.1071
Cl 1.1303 2.0732 -0.1667 0.6229
O -0.9496 -0.9174 -0.5926 -0.1308
H -1.1461 0.8289 -1.5964 0.1033
C 0.4005 -0.7776 -0.1600 -0.1713
C 0.0945 0.7276 0.2631 -0.6720
Cl -2.7016 0.8363 0.1780 0.6707
H 0.6801 -1.5663 0.6084 0.1331
```

Computed properties:
ΔE to the lowest compared entry with this formula, charge and spin ... 133.4 kJ/mol
Charge ... 0

---

# 17
Entry from OMol25: the molecule C3H4Cl2O3 at a distorted geometry (ωB97M-V/def2-TZVPD).

```
12
Properties=species:S:1:pos:R:3:lowdin_charge:R:1
H 1.9823 1.2895 -1.4881 0.0944
O 1.6481 -0.3803 -0.4955 -0.1498
Cl 1.0425 -0.2292 -3.1034 0.4729
C -1.1632 -0.0723 1.6685 -0.0018
C 1.0251 0.8001 -1.5448 -0.8116
O -0.0221 1.2415 -1.1191 -0.0920
H -0.5350 -0.4140 2.4875 0.1044
O 0.8037 -0.3468 0.6130 -0.0772
Cl -0.9319 -1.6211 -0.8218 0.8736
H -1.2620 1.0257 1.5242 0.1273
H -2.1509 -0.5319 1.7221 0.0899
C -0.4365 -0.7612 0.5575 -0.6303
```

Computed properties:
ΔE to the lowest compared entry with this formula, charge and spin ... 516.2 kJ/mol
Charge ... 0

---

# 18
Entry from OMol25: the molecule C3H4Cl2S at a distorted geometry (ωB97M-V/def2-TZVPD).

```
10
Properties=species:S:1:pos:R:3:lowdin_charge:R:1
C 1.2148 -0.3897 0.3406 -0.7782
H -0.6046 -0.3875 -1.4843 0.0972
C -0.0963 -0.0453 0.5822 -0.8543
H -1.8824 0.4768 -0.4097 0.0717
S 1.9293 -1.8264 0.1227 0.7134
C -0.8253 0.3471 -0.6681 -0.6230
Cl -0.9196 -1.4989 1.3269 0.5742
H -0.3523 0.8361 1.2734 0.1420
Cl -0.3579 1.9388 -1.3567 0.5561
H 1.8943 0.5490 0.2731 0.1008
```

Computed properties:
ΔE to the lowest compared entry with this formula, charge and spin ... 66.9 kJ/mol
Structure (SMILES) ... S=C[C@H](Cl)CCl
Charge ... 0

---

# 19
Entry from OMol25: a cluster of 2 separate species, C3H4Cl2Si in total at a distorted geometry (ωB97M-V/def2-TZVPD).

```
10
Properties=species:S:1:pos:R:3:lowdin_charge:R:1
Cl 3.0061 -1.1285 1.5030 0.4774
Si -0.6868 -0.0981 -0.1596 0.6456
C 2.6229 0.3396 0.6006 -1.1427
C -1.4424 -0.0186 -1.7489 -0.3917
H -2.5032 -0.1967 -3.6967 0.0033
H 2.9424 1.3103 0.9790 -0.0004
C -1.9815 0.0261 -2.8385 0.0442
Cl 3.2485 0.2926 -0.9114 0.5741
H -0.0930 -1.2698 0.3664 -0.1348
H -1.6215 0.5862 0.9021 -0.0750
```

Computed properties:
ΔE to the lowest compared entry with this formula, charge and spin ... 644.7 kJ/mol
Charge ... 0

---

# 20
Entry from OMol25: a cluster of 2 separate species, C3H4Cl3NSi in total at a distorted geometry (ωB97M-V/def2-TZVPD).

```
12
Properties=species:S:1:pos:R:3:lowdin_charge:R:1
C -2.0862 0.3664 0.1580 -0.0740
Si 2.3467 0.6877 -0.2267 -0.6994
C -0.8339 -0.5304 0.5254 -0.1405
C -0.3438 -1.4739 -0.2910 -0.3637
H -2.8910 -0.2133 0.0665 0.0076
H -2.3142 1.2034 0.8632 0.0838
N 0.0351 -2.2961 -1.0386 0.1574
Cl 2.9490 -0.6822 -1.5527 0.2852
Cl 2.7302 2.5714 -0.8428 0.2441
Cl 3.0592 0.4123 1.6278 0.2557
H -0.7713 -0.7805 1.6475 0.1292
H -1.8797 0.7352 -0.9365 0.1146
```

Computed properties:
ΔE to the lowest compared entry with this formula, charge and spin ... 194.7 kJ/mol
Charge ... 0

---

Across the entries above, calculated total energy takes the values -75931.0493, -77981.9424, -81315.5794, -84294.5388, -74706.3457, -82326.5862, -79174.4607, -81225.5656, -76750.3047, -82891.7322, -22235.8515, -28217.6180, -48014.4012, -34728.3383, -41042.8819, -30266.8938, -34357.8250, -39054.6847, -36092.4381, -50111.2451 eV, respectively.